54
Properties=species:S:1:pos:R:3:forces:R:3 method="wB97M-V/def2-TZVPD" gap_ev=7.02 relative_energy_kcal_mol=21.3
Pt 0.446 -0.508 1.174 0.655 -0.901 0.170
Br 4.573 1.394 -4.248 0.019 0.042 -0.092
C 3.881 0.888 -2.568 -0.049 -0.050 0.168
C 4.424 -0.204 -1.895 0.058 -0.034 -0.032
C 3.931 -0.589 -0.666 0.085 0.031 0.014
C 2.857 0.085 -0.070 0.158 -0.146 0.190
O 2.417 -0.317 1.119 0.795 0.596 -0.020
C 2.326 1.191 -0.761 -0.375 0.141 -0.083
C 1.269 1.981 -0.165 0.411 -0.084 0.060
N 0.586 1.582 0.843 -1.630 0.201 -0.214
C -0.270 2.556 1.467 0.379 -0.273 -0.080
C 0.124 3.850 1.651 -0.022 0.214 0.065
C -0.774 4.796 2.207 0.138 -0.078 -0.063
C -2.047 4.438 2.540 -0.062 -0.086 -0.008
C -2.474 3.097 2.366 -0.137 0.168 0.090
C -3.795 2.640 2.601 0.054 0.089 0.015
C -4.106 1.338 2.353 0.071 -0.173 -0.057
C -3.083 0.451 1.923 -0.026 0.145 0.357
N -1.853 0.845 1.728 -0.610 0.030 -0.005
C -1.561 2.147 1.889 0.203 -0.098 -0.264
C 2.848 1.592 -1.994 0.042 -0.052 -0.039
H 5.237 -0.757 -2.346 0.002 0.002 0.008
H 4.367 -1.432 -0.147 0.003 -0.006 -0.015
H 1.083 2.978 -0.561 0.156 0.039 0.042
H 1.126 4.156 1.380 -0.005 0.021 0.044
H -0.439 5.814 2.354 0.009 0.001 -0.013
H -2.742 5.168 2.936 0.000 0.004 -0.005
H -4.544 3.338 2.956 0.007 0.001 0.005
H -5.110 0.962 2.492 0.002 0.005 0.011
H -3.271 -0.607 1.776 -0.064 0.020 -0.044
H 2.429 2.455 -2.497 -0.018 -0.004 0.001
I 0.495 -6.636 1.600 -0.066 -0.231 -0.009
C 1.002 -4.657 1.650 0.078 0.249 0.088
C 2.272 -4.125 1.723 0.013 -0.012 -0.004
N 2.135 -2.797 1.748 0.014 0.032 0.180
N 0.846 -2.433 1.702 -0.165 -0.487 -0.772
C 0.137 -3.559 1.626 -0.078 0.018 0.298
H 3.240 -4.596 1.756 -0.004 -0.005 0.031
H 2.807 -2.037 1.702 0.034 0.021 -0.029
H -0.937 -3.522 1.572 0.006 -0.009 -0.044
O -3.079 -2.665 -0.114 0.045 -0.015 0.025
C -2.066 -1.986 -0.250 -0.003 0.158 -0.064
O -1.403 -1.545 0.762 -0.087 0.493 0.102
C -1.610 -1.657 -1.661 -0.121 0.001 -0.119
C -2.521 -1.882 -2.694 0.012 0.039 0.028
C -2.189 -1.599 -4.009 0.025 0.011 0.004
C -0.930 -1.097 -4.321 -0.015 -0.008 0.026
C -0.009 -0.890 -3.306 -0.052 -0.017 0.016
C -0.353 -1.167 -1.988 0.173 -0.018 0.006
H -3.490 -2.285 -2.436 -0.007 0.000 0.002
H -2.913 -1.774 -4.796 0.003 0.003 0.000
H -0.668 -0.879 -5.349 -0.005 -0.004 0.000
H 0.984 -0.519 -3.535 0.002 -0.001 -0.004
H 0.394 -1.023 -1.217 -0.050 0.019 0.036

=====

9
Properties=species:S:1:pos:R:3:forces:R:3 method="wB97M-V/def2-TZVPD" gap_ev=10.49 relative_energy_kcal_mol=8.8
N -0.690 1.137 0.218 0.035 -0.069 -0.180
C -0.702 -0.137 0.724 0.057 -0.104 0.031
N 0.288 -0.930 0.585 -0.320 0.121 0.151
C 1.708 0.031 -1.621 1.042 -1.033 -0.383
O 2.447 -0.809 -1.818 -0.907 1.048 0.222
H -1.573 1.592 0.056 0.084 -0.107 0.098
H -1.617 -0.378 1.282 0.133 0.013 -0.078
H 0.120 -1.813 1.059 -0.033 0.121 -0.018
H 0.019 1.307 -0.486 -0.092 0.010 0.156

=====

29
Properties=species:S:1:pos:R:3:forces:R:3 method="wB97M-V/def2-TZVPD" smiles="CC=C=C(C#CCCCO)C/C=C/F" gap_ev=9.23 relative_energy_kcal_mol=73.3
C -2.453 -2.897 -0.148 1.498 0.166 -1.687
C -2.219 -1.562 0.540 -1.871 -2.583 2.464
C -1.606 -0.550 0.106 0.147 0.452 -1.321
C -1.284 0.458 -0.635 1.158 0.924 0.194
C 0.100 0.854 -0.514 -1.171 -0.053 -0.401
C 1.264 0.993 -0.291 -0.583 1.001 -0.489
C 2.671 1.077 -0.170 1.561 0.477 -0.498
C 3.124 -0.041 0.673 1.255 -2.280 -0.678
C 4.589 -0.032 1.073 -0.571 0.400 -0.223
O 5.488 -0.733 0.263 -0.691 -2.087 1.176
C -2.343 1.184 -1.444 0.100 -1.404 -1.269
C -3.656 1.315 -0.726 0.971 0.022 0.299
C -3.749 1.410 0.598 0.429 0.247 -4.417
F -4.875 1.534 1.181 -3.008 0.229 1.886
H -1.579 -3.228 -0.806 -0.736 0.438 1.275
H -3.200 -2.751 -0.933 -0.502 -0.141 0.428
H -2.716 -3.700 0.534 -0.090 0.082 -0.037
H -2.731 -1.449 1.530 0.475 -0.156 -0.711
H 3.116 1.928 0.335 -0.657 0.928 -0.169
H 3.126 1.032 -1.157 0.114 0.055 -0.244
H 2.540 -0.024 1.530 -1.005 0.089 1.989
H 2.867 -0.983 0.210 0.053 -0.506 -0.249
H 4.802 1.029 1.068 0.804 0.403 0.637
H 4.697 -0.499 2.041 0.023 0.272 0.451
H 5.871 -0.239 -0.408 0.811 1.630 -1.788
H -2.522 0.615 -2.446 0.333 0.902 1.646
H -1.925 2.129 -1.722 0.095 0.774 -0.269
H -4.467 1.408 -1.395 -1.279 -0.285 -0.200
H -2.928 1.719 1.111 2.335 0.003 2.205

=====

13
Properties=species:S:1:pos:R:3:forces:R:3 method="wB97M-V/def2-TZVPD" smiles="C=NC.C=N" gap_ev=10.63 relative_energy_kcal_mol=67.4
C 0.074 2.674 -2.193 0.185 0.277 -0.095
N -1.161 2.755 -1.970 0.041 -0.255 0.155
C -1.613 2.364 -0.636 -0.102 -0.231 -0.290
H 0.457 2.892 -3.188 -0.061 0.117 0.015
H 0.824 2.441 -1.427 -0.094 -0.265 0.025
H -2.618 1.958 -0.736 -0.093 0.184 0.130
H -1.002 1.565 -0.209 0.202 0.138 0.094
H -1.629 3.219 0.039 -0.078 0.036 -0.034
C 1.090 -3.986 1.767 0.563 0.143 -0.763
N 1.932 -4.522 2.541 -0.511 0.101 0.367
H 0.790 -4.517 0.863 -0.079 -0.121 0.116
H 0.750 -2.949 1.821 -0.235 -0.075 0.361
H 2.105 -3.894 3.329 0.260 -0.049 -0.081

=====

69
Properties=species:S:1:pos:R:3:forces:R:3 method="wB97M-V/def2-TZVPD" gap_ev=6.68 charge=+2 relative_energy_kcal_mol=0.0
Ta 0.207 0.561 0.534 -0.442 -0.243 1.107
C -2.385 0.131 -1.971 0.065 0.075 0.068
C -1.816 -0.685 -0.835 0.037 -0.069 0.018
C -1.112 -1.871 -1.152 0.000 0.036 -0.037
C -0.685 -2.114 -2.580 -0.093 -0.018 -0.003
C -1.008 -2.911 -0.209 0.035 -0.035 -0.044
C -0.452 -4.243 -0.659 -0.042 0.021 0.003
C -1.464 -2.726 1.103 0.050 0.000 0.050
C -1.268 -3.809 2.140 -0.004 -0.002 -0.019
C -2.084 -1.516 1.458 0.034 0.021 -0.050
C -2.671 -1.317 2.829 0.028 0.010 -0.036
C -2.271 -0.498 0.493 -0.139 0.124 0.174
C -3.168 0.668 0.854 -0.016 -0.046 -0.091
H -3.209 -0.437 -2.412 -0.007 0.005 -0.002
H -1.667 0.312 -2.764 0.048 0.046 -0.059
H -2.787 1.085 -1.648 0.024 0.005 -0.005
H -1.524 -2.507 -3.160 -0.008 0.014 -0.022
H 0.119 -2.842 -2.657 -0.033 -0.033 -0.017
H -0.356 -1.201 -3.073 -0.011 -0.003 -0.001
H -0.893 -4.533 -1.612 0.016 -0.003 -0.011
H -0.669 -5.037 0.045 -0.004 0.002 -0.022
H 0.633 -4.221 -0.807 0.025 -0.010 -0.004
H -2.152 -4.446 2.216 0.002 -0.011 0.022
H -1.088 -3.392 3.129 -0.014 0.009 0.009
H -0.424 -4.454 1.909 -0.013 0.012 0.006
H -2.105 -0.568 3.391 -0.008 0.006 0.008
H -2.703 -2.233 3.406 0.012 -0.008 0.023
H -3.691 -0.946 2.756 -0.018 -0.001 -0.006
H -4.211 0.349 0.774 -0.005 -0.006 0.000
H -3.033 1.527 0.207 -0.001 -0.051 0.039
H -2.999 1.007 1.871 0.003 0.002 0.026
N 2.097 1.459 1.545 0.237 -0.289 0.051
C 2.031 2.731 2.333 -0.070 -0.018 -0.113
C 0.996 2.615 3.440 -0.137 0.238 -0.052
C -0.368 2.392 2.829 0.558 -0.229 0.510
O -1.251 3.180 2.783 -0.167 -0.348 -0.075
O -0.430 1.109 2.293 -0.235 0.270 -1.081
H 2.368 0.731 2.208 0.131 0.113 0.033
H 2.891 1.539 0.915 -0.019 -0.034 -0.018
H 1.771 3.532 1.639 -0.015 0.008 0.023
H 3.011 2.949 2.758 -0.012 -0.011 -0.027
H 0.978 3.535 4.020 0.007 -0.004 0.011
H 1.246 1.783 4.102 -0.030 0.020 0.039
N 1.187 -1.405 1.377 0.167 -0.044 0.067
H 2.199 -1.473 1.464 0.022 -0.026 -0.038
H 0.864 -2.251 0.910 -0.004 -0.006 0.031
H 0.808 -1.475 2.322 0.009 -0.023 0.011
C -1.268 4.286 -0.280 0.032 0.008 0.010
O -1.176 2.870 -0.010 -0.047 0.234 0.107
C -0.286 2.099 -0.655 0.166 0.147 -0.657
C 0.067 2.541 -2.045 -0.226 0.059 -0.081
H -0.280 4.747 -0.229 -0.022 0.011 0.017
H -1.902 4.689 0.502 -0.001 -0.017 -0.001
H -1.714 4.466 -1.257 -0.008 -0.010 0.003
H -0.847 2.825 -2.572 0.016 -0.018 -0.059
H 0.561 1.757 -2.614 -0.121 0.081 -0.016
H 0.712 3.425 -2.040 -0.011 0.018 0.005
N 5.611 -0.638 -4.843 0.055 -0.011 -0.058
C 4.812 -0.473 -4.036 -0.056 0.015 0.074
C 3.813 -0.270 -3.026 0.016 0.025 -0.023
C 3.032 -1.328 -2.581 -0.008 -0.042 0.004
C 2.083 -1.087 -1.610 0.029 -0.006 0.158
N 1.868 0.123 -1.067 0.018 0.172 -0.104
C 2.625 1.144 -1.522 0.110 -0.129 0.062
C 3.604 0.994 -2.478 0.003 0.007 0.007
H 3.161 -2.322 -2.985 -0.012 -0.004 0.004
H 1.457 -1.893 -1.253 0.056 0.015 0.026
H 2.413 2.120 -1.108 0.051 -0.031 0.022
H 4.187 1.844 -2.804 -0.005 0.010 0.006

=====

34
Properties=species:S:1:pos:R:3:forces:R:3 method="wB97M-V/def2-TZVPD" gap_ev="5.31 / 4.30" charge=+1 spin_multiplicity=5 s_squared=6.05
Ir 0.379 0.197 0.000 -0.342 0.769 0.000
O 4.085 -1.403 0.000 0.170 -0.006 0.000
C 2.913 -1.154 0.000 -0.403 0.292 -0.001
O 2.348 0.018 0.000 0.491 -0.223 0.000
C 1.914 -2.307 0.000 -0.156 0.025 0.000
C 2.441 -3.597 0.000 0.040 -0.041 0.000
C 1.585 -4.657 0.000 0.089 -0.106 0.000
C 0.204 -4.411 0.000 -0.178 -0.182 0.000
C -0.696 -5.520 0.000 -0.060 0.027 0.000
C -2.078 -5.350 0.000 0.243 -0.167 0.000
C -2.578 -4.082 0.000 0.136 0.226 0.000
C -1.723 -2.926 0.000 -0.216 -0.071 0.000
C -0.262 -3.083 0.000 -0.250 0.052 0.000
N 0.602 -2.032 0.000 0.114 0.041 0.000
H 3.518 -3.693 0.000 -0.002 0.002 0.000
H 1.946 -5.678 0.000 -0.003 0.044 0.000
H -0.269 -6.515 0.000 -0.007 0.028 0.000
H -2.743 -6.202 0.000 0.046 -0.013 0.000
H -3.643 -3.888 0.000 0.049 0.074 0.000
H -1.876 -0.895 0.000 0.119 0.251 0.000
S 0.756 2.404 0.000 -0.013 -0.619 0.000
C -0.630 3.443 0.000 -0.021 0.141 0.000
C -0.261 4.806 0.000 0.058 -0.047 0.000
C -1.204 5.801 0.000 -0.034 0.098 0.000
C -2.560 5.469 0.000 0.005 0.106 0.000
C -2.948 4.150 0.000 -0.024 -0.032 0.000
C -1.994 3.128 0.000 0.020 0.003 0.000
S -2.697 1.532 -0.001 0.011 0.047 0.000
H 0.794 5.056 0.000 -0.046 -0.020 0.000
H -0.893 6.838 0.000 -0.025 -0.038 0.000
H -3.313 6.246 0.000 0.021 -0.007 0.000
H -4.002 3.891 0.000 0.048 0.010 0.000
O -2.370 -1.829 0.000 0.067 -0.128 0.000
N -1.445 0.520 0.000 0.053 -0.535 0.000

=====

Number 1: E_tot -120746.528 eV. Number 2: E_tot -7166.099 eV. Number 3: E_tot -17446.425 eV. Number 4: E_tot -6218.925 eV. Number 5: E_tot -39129.464 eV. Number 6: E_tot -50377.347 eV.